[1]
# C48H93B2F8N15O2

A 10-piece molecular cluster, C48H93B2F8N15O2 overall in a non-equilibrium geometry (wB97M-V/def2-TZVPD, the OMol25 dataset).

Output
Gap between HOMO and LUMO (alpha / beta) = 2.60 / 6.68 eV
Strongest force on any atom = 5.7 eV/Å
Total charge = +5
2S+1 = 2
HOMO (alpha / beta) = -0.437 / -0.587 Eh

The geometry in XYZ format:
```
168
C48H93B2F8N15O2 | the OMol25 dataset | wB97M-V/def2-TZVPD
C 2.89807 -4.77422 -6.14243
C 2.44840 -5.32824 -4.65886
N 2.37445 -4.20505 -3.65800
C 1.53570 -3.11153 -3.60703
C 1.74454 -2.27814 -2.54040
N 2.74715 -2.95398 -1.87380
C 3.21095 -4.06638 -2.52027
C 3.55646 -2.33183 -0.82327
H 3.95658 -4.54281 -6.02369
H 2.34859 -3.96513 -6.62365
H 2.93274 -5.61419 -6.83622
H 3.11898 -6.12677 -4.34143
H 1.45163 -5.73874 -4.82027
H 0.81588 -3.11270 -4.41217
H 1.22550 -1.41144 -2.15853
H 4.01355 -4.67398 -2.12904
H 4.27810 -3.01545 -0.37606
H 2.89490 -2.06455 0.00075
H 4.07673 -1.47843 -1.25816
C 8.72810 1.22977 -1.28075
C 7.62467 2.26604 -1.64294
N 6.52082 2.32567 -0.69820
C 6.31997 3.28516 0.26372
C 5.03177 3.19206 0.72880
N 4.46916 1.98032 0.20480
C 5.40873 1.44598 -0.64760
C 3.25227 1.35882 0.55029
H 8.31220 0.24626 -1.49949
H 9.02372 1.15902 -0.23399
H 9.63145 1.31288 -1.88502
H 7.17589 2.14276 -2.62859
H 8.13842 3.22197 -1.74474
H 7.01688 4.10652 0.34172
H 4.48807 3.67120 1.52956
H 5.22959 0.59908 -1.29341
H 3.07075 1.44021 1.62198
H 3.11493 0.33539 0.20125
H 2.49227 1.84632 -0.06031
C 2.14771 -4.51921 2.60196
C 1.04621 -3.67949 3.12369
N 1.64044 -2.74106 3.96559
C 2.33692 -1.58335 3.56007
C 2.83218 -0.92052 4.67074
N 2.29667 -1.57262 5.76122
C 1.60929 -2.71972 5.34786
C 2.51941 -1.21143 7.19482
H 2.90112 -3.87084 2.15463
H 1.82260 -5.11084 1.74617
H 2.44952 -5.16722 3.42482
H 0.36818 -4.37509 3.61817
H 0.42348 -3.18189 2.38025
H 2.38548 -1.15159 2.57133
H 3.44689 -0.04714 4.83116
H 1.05325 -3.44127 5.92804
H 2.63141 -0.13448 7.32024
H 3.46072 -1.71773 7.40863
H 1.65752 -1.55644 7.76595
C -0.62407 2.56894 -6.47784
C -1.97733 3.13395 -6.01199
N -2.33992 2.38781 -4.72922
C -1.64825 1.45047 -4.03295
C -2.30454 1.21184 -2.75697
N -3.46380 1.93549 -2.77945
C -3.39810 2.74234 -3.91680
C -4.48108 1.93590 -1.77598
H 0.11988 2.52543 -5.68239
H -0.17734 3.12256 -7.30370
H -0.75925 1.50684 -6.68223
H -2.71650 2.96140 -6.79428
H -1.97786 4.19895 -5.77993
H -0.76766 1.07126 -4.53010
H -2.12780 0.47398 -1.98837
H -4.13694 3.49286 -4.15600
H -5.08930 2.83996 -1.74682
H -4.02348 1.77751 -0.79944
H -5.08233 1.03686 -1.91128
C -1.03682 -9.27350 -2.40631
C -0.01077 -8.05185 -2.25266
N -0.66466 -6.78337 -2.65005
C -1.19399 -6.42764 -3.87738
C -1.39804 -5.02896 -3.90145
N -1.21005 -4.61085 -2.57116
C -0.74058 -5.69287 -1.88829
C -1.42531 -3.26482 -1.98461
H -0.64014 -10.04344 -1.74454
H -1.09458 -9.76224 -3.37888
H -2.02176 -8.94066 -2.07889
H 0.79215 -8.26002 -2.95983
H 0.30011 -8.05798 -1.20796
H -1.27940 -7.10933 -4.71069
H -1.77654 -4.33467 -4.63704
H -0.47167 -5.69127 -0.84230
H -1.77614 -2.62046 -2.79072
H -0.52472 -2.78290 -1.60408
H -2.21466 -3.50699 -1.27301
C -5.19197 -5.81469 4.76808
C -4.35128 -4.69034 5.44636
N -3.99870 -3.76848 4.35692
C -3.12175 -4.07838 3.30060
C -2.91757 -2.93988 2.52739
N -3.72185 -1.97041 3.13775
C -4.27822 -2.50331 4.28445
C -3.69317 -0.51991 2.76337
H -6.07176 -5.40645 4.27067
H -5.53634 -6.53072 5.51428
H -4.62515 -6.23171 3.93566
H -3.41192 -5.11029 5.80599
H -4.91375 -4.18876 6.23387
H -2.81385 -5.11168 3.36301
H -2.39868 -2.61178 1.63885
H -4.77649 -1.92617 5.04932
H -4.49568 -0.33535 2.04923
H -2.79767 -0.28803 2.18682
H -3.82741 0.07462 3.66703
C -5.68112 2.70107 6.07992
C -4.38015 3.36738 6.33203
N -3.31281 2.76028 5.47606
C -3.12486 2.95846 4.10686
C -2.15290 2.09542 3.61367
N -1.61071 1.55437 4.71638
C -2.21844 1.99227 5.89029
C -0.44031 0.76816 4.73359
H -5.67610 1.61794 6.20208
H -6.04447 2.78825 5.05597
H -6.53642 2.96803 6.70062
H -4.16531 3.27832 7.39694
H -4.47623 4.45117 6.26664
H -3.75628 3.64419 3.56145
H -1.95566 1.94813 2.56210
H -2.01449 1.62238 6.88426
H -0.67127 -0.23357 5.09592
H 0.40255 1.30818 5.16497
H -0.04485 0.64406 3.72548
C -0.56604 3.49311 -0.78638
O -1.22060 4.72342 -1.23579
C -0.50130 5.34685 -2.27832
C -1.43688 6.48174 -2.76533
N -2.11687 7.41961 -1.69961
H -2.65077 8.09017 -2.23384
H -2.80543 6.90550 -1.16887
C -1.16643 8.29614 -0.81498
C -0.23573 9.18039 -1.73316
O 0.90689 8.65808 -2.40512
C 1.74853 9.68883 -2.83884
H -1.35745 2.77407 -0.57484
H 0.06641 3.52504 0.10080
H -0.05221 2.94257 -1.57442
H -0.11413 4.73449 -3.09271
H 0.31456 5.96065 -1.89657
H -2.18559 5.96181 -3.36299
H -0.90471 7.11413 -3.47595
H -0.53714 7.55286 -0.32547
H -1.74378 9.00302 -0.21910
H 0.12032 9.91190 -1.00774
H -0.81947 9.86297 -2.35076
H 1.33842 10.17348 -3.72486
H 2.76827 9.37653 -3.06401
H 1.79439 10.47605 -2.08633
B 1.89831 1.39185 -2.87391
F 1.70656 1.44851 -4.22900
F 2.06232 2.64368 -2.27838
F 0.86711 0.75121 -2.24919
F 3.04543 0.63120 -2.75140
B -0.73987 -0.54977 0.64746
F -0.65022 -1.25532 1.78988
F -1.01501 0.76637 1.01189
F 0.44618 -0.52944 -0.01728
F -1.80539 -1.03493 -0.08405
```

[2]
# C24H46Cl3N2O4SiTi

C24H46Cl3N2O4SiTi as an isolated structure in a non-equilibrium geometry (wB97M-V/def2-TZVPD, the OMol25 dataset).

Output
Gap between HOMO and LUMO (alpha / beta) = 4.49 / 5.66 eV
Strongest force on any atom = 4.6 eV/Å
Total charge = -1
Energy above the lowest of the compared OMol25 structures with the same formula, charge and spin = 262.1 kJ/mol
2S+1 = 3
HOMO (alpha / beta) = -0.086 / -0.129 Eh

The geometry in XYZ format:
```
81
C24H46Cl3N2O4SiTi | the OMol25 dataset | wB97M-V/def2-TZVPD
C -5.25901 4.82088 2.81624
C -6.11834 5.23867 1.67055
H -4.45915 5.55315 3.01940
H -4.80190 3.84536 2.59909
H -5.83445 4.73698 3.75928
C -6.69140 6.44738 1.63033
C -6.43605 7.50350 2.63527
H -7.45266 6.66732 0.89423
H -5.36345 7.72079 2.72682
H -6.81168 7.24670 3.63364
H -6.94612 8.42348 2.33384
Ti -2.81637 1.29217 0.62357
Cl -2.34199 0.77018 2.71733
Cl -5.05317 0.81273 0.69710
C -3.49201 -0.44536 -1.59669
O -2.57540 0.20934 -0.98505
N -3.56022 -0.55554 -2.91586
C -2.71880 0.14130 -3.88833
C -4.59071 -1.41878 -3.46425
H -4.28034 -0.93808 -1.01254
H -1.66291 0.09212 -3.61396
H -3.01978 1.18109 -4.06983
H -2.83686 -0.38459 -4.84135
H -4.64176 -2.34254 -2.88696
H -4.34108 -1.66189 -4.49368
H -5.57411 -0.93575 -3.43990
H 2.55489 3.10501 1.54828
H -0.49123 5.05454 0.61640
C 2.33838 3.34412 0.49035
C 0.34644 4.77272 -0.04675
N 0.88995 3.45668 0.26892
H 2.76284 2.54695 -0.14643
C 0.08931 2.39453 0.30651
O -1.17715 2.49251 0.26934
H -0.00928 4.84254 -1.09037
H 0.59821 1.41872 0.40740
H 2.79086 4.32152 0.23606
H 1.15121 5.50840 0.08048
O -4.91365 3.83586 0.15130
C -6.28836 4.17900 0.59854
C -7.37593 5.70463 -1.14552
C -7.33314 4.47019 -0.48856
H -6.67995 6.48667 -0.86010
C -8.33400 5.96337 -2.13592
H -6.62456 3.28766 1.15877
C -8.35793 3.53878 -0.74366
H -8.33330 6.94770 -2.62163
C -9.29424 5.00049 -2.44529
C -9.31314 3.80220 -1.73310
H -8.40206 2.61482 -0.16364
H -10.02607 5.19362 -3.23165
H -10.11102 3.07624 -1.91340
Si -4.11447 4.71745 -1.16865
Cl -3.00334 6.19865 -0.11877
C -4.69308 6.14622 -2.33533
C -5.22593 3.42852 -2.26408
C -2.67020 3.83371 -2.05963
H -5.53659 5.87041 -2.98727
H -3.80339 6.34159 -2.94638
H -4.95287 7.09409 -1.81689
H -1.72435 3.93234 -1.52863
H -2.58094 4.30976 -3.05513
H -2.86188 2.75548 -2.17787
H -6.20656 3.87143 -2.51014
H -5.35975 2.57043 -1.57019
H -4.73301 3.08189 -3.18341
C 1.57446 -1.31272 -3.00056
C 0.79308 -1.30605 -1.70884
O 1.33161 -0.39015 -0.73558
C 2.57148 -0.77758 -0.12476
C 2.61451 -2.16170 0.49332
H 1.60120 -0.31798 -3.45924
H 1.09696 -1.99566 -3.70169
H 2.59146 -1.67789 -2.83812
H -0.22957 -0.95046 -1.86873
H 0.78059 -2.32152 -1.27820
H 3.35871 -0.66211 -0.88305
H 2.74673 -0.00143 0.62879
H 2.67816 -2.95116 -0.26110
H 3.50377 -2.23383 1.12260
H 1.74227 -2.35452 1.11930
```

[3]
# CsF

CsF as an isolated structure in a non-equilibrium geometry (wB97M-V/def2-TZVPD, the OMol25 dataset).

Output
Gap between HOMO and LUMO = 7.20 eV
Strongest force on any atom = 1.4 eV/Å
Energy above the lowest of the compared OMol25 structures with the same formula, charge and spin = 51.5 kJ/mol
2S+1 = 1
HOMO = -0.292 Eh

The geometry in XYZ format:
```
2
CsF | the OMol25 dataset | wB97M-V/def2-TZVPD
Cs 0.47649 -1.38365 -0.20650
F -0.47649 1.38365 0.20650
```

[4]
# C30H32ClGeMnN5O2

C30H32ClGeMnN5O2 as an isolated structure (wB97M-V/def2-TZVPD, the OMol25 dataset).

Output
Gap between HOMO and LUMO (alpha / beta) = 5.11 / 4.63 eV
Strongest force on any atom = 0.8 eV/Å
Total charge = -2
Energy above the lowest of the compared OMol25 structures with the same formula, charge and spin = 154.5 kJ/mol
2S+1 = 2
HOMO (alpha / beta) = -0.026 / -0.008 Eh

The geometry in XYZ format:
```
72
C30H32ClGeMnN5O2 | the OMol25 dataset | wB97M-V/def2-TZVPD
Mn -0.23590 0.56404 0.27147
O 0.26955 0.32301 4.73795
C 0.26995 0.76234 3.59285
N -0.55388 0.41476 2.55970
C -1.74235 -0.15435 2.89233
O -2.14750 -0.57298 3.97334
C -2.70353 -0.19924 1.72217
C -4.03105 -0.54166 1.94075
C -4.91047 -0.56121 0.87458
C -4.42029 -0.24196 -0.38432
C -3.08429 0.08866 -0.51467
N -2.23389 0.11598 0.51623
C 1.33343 1.81593 3.29760
C 2.31473 2.05450 4.25963
C 3.27221 3.01967 4.01454
C 3.22241 3.71635 2.81339
C 2.20513 3.40817 1.92604
N 1.27817 2.49116 2.16712
H -4.32334 -0.78729 2.95237
H -5.95250 -0.82552 1.01317
H -5.06076 -0.23420 -1.25694
H -2.66513 0.36476 -1.47321
H 2.29380 1.46514 5.16543
H 4.05446 3.22279 4.73726
H 3.95067 4.48109 2.57154
H 2.13370 3.91287 0.96544
C 4.66438 -0.23200 -0.09055
C 4.04535 0.44208 -1.13399
C 2.68233 0.74067 -1.07862
C 1.84181 0.39468 -0.00215
C 2.52632 -0.28933 1.03174
C 3.87985 -0.60003 1.00181
H 5.72333 -0.46871 -0.12681
H 4.62912 0.74120 -2.00275
H 2.26436 1.25539 -1.94086
H 1.96153 -0.60423 1.90755
H 4.33157 -1.13071 1.83727
N 0.14809 2.66975 -3.77915
C 0.07197 2.31488 -2.45812
N -0.32824 1.10204 -2.27421
C -0.55363 0.59416 -3.54417
C -0.99774 -0.65870 -3.95965
C -1.14358 -0.88262 -5.31802
C -0.85461 0.10911 -6.26697
C -0.40820 1.35963 -5.87630
C -0.26989 1.57703 -4.51151
H 0.37232 3.58130 -4.13037
H 0.31168 2.99431 -1.65479
H -1.20689 -1.43408 -3.23527
H -1.48595 -1.85310 -5.65714
H -0.97380 -0.10825 -7.32191
H -0.18085 2.13132 -6.60262
C 0.39854 -3.07195 2.41997
Ge -0.44263 -3.06496 0.63864
C 0.29848 -4.69775 -0.24417
C -2.34188 -3.55495 0.93907
C -0.17846 -1.50429 -0.46296
H 0.21633 -4.02812 2.92001
H -0.00328 -2.27156 3.04442
H 1.47656 -2.92248 2.33111
H 0.08039 -5.60664 0.32774
H 1.38299 -4.60762 -0.35188
H -0.13029 -4.80585 -1.24481
H -2.43137 -4.62855 1.13096
H -2.94695 -3.30482 0.06352
H -2.75214 -3.01814 1.79611
H -1.00143 -1.54583 -1.19434
H 0.74374 -1.70922 -1.01966
Cl -2.46273 3.35124 -1.00748
C -1.19130 2.75174 0.25747
H -1.77506 2.76935 1.18425
H -0.52345 3.62179 0.32385
```

[5]
# C3H40NO16S

A 17-piece molecular cluster, C3H40NO16S overall in a non-equilibrium geometry (wB97M-V/def2-TZVPD, the OMol25 dataset).

Output
Gap between HOMO and LUMO = 8.26 eV
Strongest force on any atom = 4.5 eV/Å
Total charge = -1
Energy above the lowest of the compared OMol25 structures with the same formula, charge and spin = 349.9 kJ/mol
2S+1 = 1
HOMO = -0.223 Eh

The geometry in XYZ format:
```
61
C3H40NO16S | the OMol25 dataset | wB97M-V/def2-TZVPD
C -0.22944 -0.42291 1.16803
N -1.16169 -1.47474 0.81875
C -2.44117 -0.94269 0.40241
C -2.80761 -1.13168 -1.02654
S -3.37541 -2.85558 -1.41750
H -0.67038 0.13150 2.00989
H -0.02035 0.50442 0.48687
H 0.70322 -0.88554 1.40838
H -0.90814 -2.04976 0.02551
H -3.21326 -1.60098 0.97743
H -2.61671 0.10788 0.86359
H -1.98788 -1.05651 -1.78288
H -3.53993 -0.34986 -1.39458
H 0.38216 3.14081 -0.30048
H 0.65298 2.69002 -2.56832
O 0.39631 2.11300 -1.85586
H -1.81863 1.86271 -3.39393
H -1.30919 2.42935 -2.00642
O -2.08355 2.38607 -2.58474
H -3.34283 1.83368 -0.87558
H -3.52155 3.26210 -0.84673
O -3.79673 2.54534 -0.30003
H 0.78435 -1.74159 -3.99450
H -0.55446 -1.31911 -3.59693
O -0.07052 -2.16830 -3.81979
H -0.08261 -4.73893 -1.65496
H -0.74465 -3.44251 -2.38652
O -0.85677 -4.21059 -1.76505
H -1.66153 1.89628 3.41550
H -1.15045 2.28486 4.74846
O -1.01903 1.60365 4.08123
H 1.24654 4.07513 0.64771
H -1.33829 3.28281 1.58376
O 0.45340 3.53054 0.52416
H 3.61654 -2.91296 -0.93568
H 2.95515 -2.66350 -2.25983
O 3.45258 -3.34209 -1.81807
H 2.85684 -0.07323 3.63204
H 3.65190 1.17307 3.34853
O 3.72297 0.26848 3.46470
H 1.22731 3.60843 3.80549
H 1.28402 2.93376 2.38053
O 1.78754 3.38362 3.08222
H 3.99244 -2.09227 2.23091
H 3.13951 -1.13142 1.62170
O 3.68004 -1.87003 1.29644
H 1.57657 1.30658 -1.41990
H 1.38982 -0.23607 -1.39741
O 2.11876 0.38827 -1.28395
H -2.93386 -3.36594 -0.26416
H -2.83355 2.76239 1.30588
O -2.01479 2.67160 1.90209
H -0.17631 0.79977 -4.05586
H -0.17348 1.09299 -2.51950
O -0.43721 0.31445 -3.33048
H 4.82402 -0.77957 -0.23924
H 3.64059 -0.01321 -0.99169
O 4.66379 -0.24676 -1.06934
H 0.98309 1.00057 4.36620
H 0.37474 -0.27816 4.33481
O 1.24101 0.09878 4.62275
```